1.
Density functional theory data (ωB97M-V with the def2-TZVPD basis set) for a cluster of 2 separate species, C2H8NS in total.

Values from the calculation:
- HOMO: -2.426 eV
- Gap between HOMO and LUMO: 0.2218 Eh
- Electronic energy: -14529.0525 eV
- Energy above the lowest of the compared OMol25 structures with the same formula, charge and spin: 1.041 eV
- F_max: 0.0479 hartree/bohr

ORCA input file:
```
! RIJCOSX wB97M-V def2-TZVPD def2/J DEFGRID3
* xyz -1 1
S 3.24 0.70 -1.86
H 3.35 1.55 -2.88
C 0.48 0.22 0.39
N -0.39 -0.92 0.43
C -1.76 -0.60 0.68
H 0.22 1.07 -0.26
H 1.53 -0.05 0.36
H 0.40 0.81 1.33
H -0.36 -1.44 -0.43
H -1.99 0.35 1.18
H -2.37 -0.35 -0.21
H -2.34 -1.32 1.28
*
```

=====

2.
Density functional theory data (ωB97M-V with the def2-TZVPD basis set) for a cluster of 2 separate species, C2H8NS in total.

Values from the calculation:
- HOMO: -2.208 eV
- Gap between HOMO and LUMO: 0.2396 Eh
- Electronic energy: -14529.4198 eV
- Energy above the lowest of the compared OMol25 structures with the same formula, charge and spin: 0.674 eV
- F_max: 0.0385 hartree/bohr

ORCA input file:
```
! RIJCOSX wB97M-V def2-TZVPD def2/J DEFGRID3
* xyz -1 1
N -2.57 -1.66 0.08
H -1.94 -1.21 -0.55
H -3.39 -1.05 0.19
H -2.13 -1.43 0.94
C 1.04 1.16 0.53
C 1.51 0.32 -0.73
S 1.31 -1.47 -0.52
H 0.31 2.05 0.32
H 1.90 1.55 1.01
H 0.53 0.58 1.34
H 2.54 0.59 -0.95
H 0.89 0.57 -1.68
*
```

=====

3.
Density functional theory data (ωB97M-V with the def2-TZVPD basis set) for a cluster of 2 separate species, C2H8NS in total.

Values from the calculation:
- HOMO: -2.533 eV
- Gap between HOMO and LUMO: 0.2546 Eh
- Electronic energy: -14529.1508 eV
- Energy above the lowest of the compared OMol25 structures with the same formula, charge and spin: 0.943 eV
- F_max: 0.0546 hartree/bohr

ORCA input file:
```
! RIJCOSX wB97M-V def2-TZVPD def2/J DEFGRID3
* xyz -1 1
N -3.45 0.56 -1.40
H -3.85 0.17 -0.52
H -3.48 -0.23 -2.03
H -2.48 0.63 -1.00
C 1.93 -0.52 1.28
C 1.58 0.31 -0.04
S -0.22 0.03 -0.69
H 1.89 -1.65 1.05
H 1.22 -0.43 2.12
H 2.92 -0.17 1.70
H 2.29 0.05 -0.96
H 1.63 1.26 0.48
*
```

=====

4.
Density functional theory data (ωB97M-V with the def2-TZVPD basis set) for the ion C2H8NS with charge +1.

Values from the calculation:
- HOMO: -14.294 eV
- Gap between HOMO and LUMO: 0.3901 Eh
- Structure (SMILES): C[NH2+]CS
- Electronic energy: -14520.6777 eV
- Energy above the lowest of the compared OMol25 structures with the same formula, charge and spin: 1.496 eV
- F_max: 0.1180 hartree/bohr

ORCA input file:
```
! RIJCOSX wB97M-V def2-TZVPD def2/J DEFGRID3
* xyz 1 1
C 1.06 -0.76 0.65
C -0.71 0.84 -0.17
N 0.47 0.00 -0.52
S -2.17 -0.22 0.14
H 1.34 -1.85 0.50
H 1.86 -0.20 1.02
H 0.33 -0.81 1.39
H -0.29 1.28 0.97
H -0.99 1.62 -0.79
H 0.50 -0.51 -1.41
H 1.26 0.59 -0.79
H -2.65 0.01 -0.99
*
```

=====

5.
Density functional theory data (ωB97M-V with the def2-TZVPD basis set) for the ion C2H8NSe with charge +1.

Values from the calculation:
- HOMO: -13.742 eV
- Gap between HOMO and LUMO: 0.3555 Eh
- Structure (SMILES): C[C@@H]([NH3+])[SeH]
- Electronic energy: -69031.7834 eV
- Energy above the lowest of the compared OMol25 structures with the same formula, charge and spin: 0.612 eV
- F_max: 0.0642 hartree/bohr

ORCA input file:
```
! RIJCOSX wB97M-V def2-TZVPD def2/J DEFGRID3
* xyz 1 1
C 0.93 -0.84 -0.04
C 0.66 0.65 -0.04
N -0.63 0.90 -0.87
Se 0.09 1.39 1.97
H 0.14 -1.38 0.36
H 1.84 -1.06 0.58
H 1.12 -1.14 -1.03
H 1.38 1.29 -0.47
H -1.08 -0.04 -1.15
H -0.51 1.75 -1.48
H -1.28 1.24 -0.18
H -0.75 0.02 2.26
*
```

=====

6.
Density functional theory data (ωB97M-V with the def2-TZVPD basis set) for a cluster of 2 separate species, C2H8O2 in total.

Values from the calculation:
- HOMO: -9.757 eV
- Gap between HOMO and LUMO: 0.3852 Eh
- Structure (SMILES): COC.O
- Electronic energy: -6297.6019 eV
- Energy above the lowest of the compared OMol25 structures with the same formula, charge and spin: 0.808 eV
- F_max: 0.0267 hartree/bohr

ORCA input file:
```
! RIJCOSX wB97M-V def2-TZVPD def2/J DEFGRID3
* xyz 0 1
O -1.09 0.63 -0.74
C -0.13 0.95 -1.71
C -1.06 -0.69 -0.23
H -0.02 2.05 -1.64
H -0.60 0.71 -2.68
H 0.88 0.50 -1.68
H -1.25 -1.46 -1.00
H -1.91 -0.69 0.48
H -0.14 -0.96 0.31
O 1.87 0.04 3.01
H 2.29 -0.61 2.41
H 1.16 -0.46 3.47
*
```

=====

7.
Density functional theory data (ωB97M-V with the def2-TZVPD basis set) for a cluster of 2 separate species, C2H8O2 in total.

Values from the calculation:
- HOMO (alpha / beta): -16.489 / -15.500 eV
- Gap between HOMO and LUMO (alpha / beta): 0.4512 / 0.1771 Eh
- Electronic energy: -6287.2896 eV
- Energy above the lowest of the compared OMol25 structures with the same formula, charge and spin: 0.779 eV
- F_max: 0.0455 hartree/bohr

ORCA input file:
```
! RIJCOSX wB97M-V def2-TZVPD def2/J DEFGRID3
* xyz 1 2
C -0.55 1.23 -0.36
O -0.76 0.47 0.89
C -0.10 0.25 -1.38
H -1.54 1.70 -0.53
H 0.12 1.99 0.07
H -0.95 1.08 1.63
H -0.34 -0.77 -1.01
H -0.50 0.22 -2.39
H 0.99 0.29 -1.51
H 0.68 -1.81 1.42
H 1.00 -1.32 -0.07
O 1.33 -1.79 0.70
*
```

=====

8.
Density functional theory data (ωB97M-V with the def2-TZVPD basis set) for a cluster of 2 separate species, C2H8O2S in total.

Values from the calculation:
- HOMO: -9.368 eV
- Gap between HOMO and LUMO: 0.3667 Eh
- Structure (SMILES): COCS.O
- Electronic energy: -17132.8178 eV
- Energy above the lowest of the compared OMol25 structures with the same formula, charge and spin: 0.600 eV
- F_max: 0.0436 hartree/bohr

ORCA input file:
```
! RIJCOSX wB97M-V def2-TZVPD def2/J DEFGRID3
* xyz 0 1
O -0.39 1.34 0.17
S 0.10 3.93 0.83
C 0.00 0.00 0.00
C 0.58 2.19 0.68
H -0.25 4.01 -0.47
H 0.17 -0.42 1.00
H 0.96 0.04 -0.54
H -0.68 -0.67 -0.55
H 0.93 1.86 1.68
H 1.45 2.17 0.00
O -3.26 -4.59 -3.43
H -3.14 -4.70 -4.40
H -2.90 -3.69 -3.24
*
```

=====

9.
Density functional theory data (ωB97M-V with the def2-TZVPD basis set) for a cluster of 2 separate species, C2H8O3PS in total.

Values from the calculation:
- HOMO (alpha / beta): -14.011 / -13.652 eV
- Gap between HOMO and LUMO (alpha / beta): 0.2639 / 0.2677 Eh
- Electronic energy: -28461.3768 eV
- Energy above the lowest of the compared OMol25 structures with the same formula, charge and spin: 3.369 eV
- F_max: 0.0564 hartree/bohr

ORCA input file:
```
! RIJCOSX wB97M-V def2-TZVPD def2/J DEFGRID3
* xyz 1 1
C 1.75 -0.51 1.24
C -0.29 0.34 -2.17
O -1.52 -1.49 0.99
O 0.67 -0.46 0.27
O -1.28 -0.20 -1.23
P -0.88 -0.30 0.26
S -0.90 2.34 2.02
H 2.73 -0.48 0.56
H 1.65 -1.46 1.70
H 1.63 0.21 2.04
H 0.67 0.00 -1.81
H -0.43 1.41 -2.20
H -0.61 0.06 -3.14
H -2.15 -2.17 0.69
H -1.03 2.72 0.79
*
```

=====

10.
Density functional theory data (ωB97M-V with the def2-TZVPD basis set) for a cluster of 2 separate species, C2H8OS2 in total.

Values from the calculation:
- HOMO: -8.735 eV
- Gap between HOMO and LUMO: 0.3448 Eh
- Structure (SMILES): CSSC.O
- Electronic energy: -25921.5116 eV
- Energy above the lowest of the compared OMol25 structures with the same formula, charge and spin: 0.424 eV
- F_max: 0.0278 hartree/bohr

ORCA input file:
```
! RIJCOSX wB97M-V def2-TZVPD def2/J DEFGRID3
* xyz 0 1
C -2.00 -0.42 -0.09
S -1.16 1.18 0.04
S 0.42 0.74 1.19
C 1.74 0.08 0.14
H -1.29 -1.24 -0.17
H -2.66 -0.74 0.73
H -2.71 -0.51 -0.92
H 1.43 -0.86 -0.31
H 2.06 0.81 -0.61
H 2.64 0.05 0.74
H 1.41 -2.19 -2.63
H 2.11 -2.97 -1.51
O 1.25 -2.65 -1.81
*
```

=====

11.
Density functional theory data (ωB97M-V with the def2-TZVPD basis set) for a cluster of 2 separate species, C2H8OS2 in total.

Values from the calculation:
- HOMO: -8.304 eV
- Gap between HOMO and LUMO: 0.3250 Eh
- Structure (SMILES): CSSC.O
- Electronic energy: -25921.0222 eV
- Energy above the lowest of the compared OMol25 structures with the same formula, charge and spin: 0.913 eV
- F_max: 0.0363 hartree/bohr

ORCA input file:
```
! RIJCOSX wB97M-V def2-TZVPD def2/J DEFGRID3
* xyz 0 1
C -1.77 -0.02 0.30
S 0.07 -0.28 0.23
S 1.28 -0.58 1.94
C 0.42 -1.96 2.69
H -1.99 1.03 0.15
H -2.21 -0.45 1.21
H -2.07 -0.71 -0.48
H 0.68 -2.85 2.11
H -0.65 -1.81 2.83
H 0.76 -2.11 3.73
H -1.75 3.66 -6.25
H -0.34 3.82 -5.65
O -0.86 3.30 -6.26
*
```

=====

12.
Density functional theory data (ωB97M-V with the def2-TZVPD basis set) for a cluster of 2 separate species, C2H8S in total.

Values from the calculation:
- HOMO: -9.791 eV
- Gap between HOMO and LUMO: 0.3943 Eh
- Structure (SMILES): CC.S
- Electronic energy: -13038.7216 eV
- Energy above the lowest of the compared OMol25 structures with the same formula, charge and spin: 0.039 eV
- F_max: 0.0249 hartree/bohr

ORCA input file:
```
! RIJCOSX wB97M-V def2-TZVPD def2/J DEFGRID3
* xyz 0 1
S -2.15 -1.87 -1.95
H -1.08 -2.06 -1.17
H -2.71 -1.10 -1.01
C 0.44 1.31 0.68
C 1.04 -0.06 0.33
H 0.29 1.43 1.75
H -0.46 1.48 0.11
H 1.13 2.08 0.39
H 0.31 -0.84 0.57
H 1.34 -0.08 -0.71
H 1.86 -0.29 1.01
*
```

=====

13.
Density functional theory data (ωB97M-V with the def2-TZVPD basis set) for a cluster of 2 separate species, C2H8S2 in total.

Values from the calculation:
- HOMO: -8.860 eV
- Gap between HOMO and LUMO: 0.3284 Eh
- Structure (SMILES): CSS.C
- Electronic energy: -23873.6207 eV
- Energy above the lowest of the compared OMol25 structures with the same formula, charge and spin: 0.526 eV
- F_max: 0.0355 hartree/bohr

ORCA input file:
```
! RIJCOSX wB97M-V def2-TZVPD def2/J DEFGRID3
* xyz 0 1
C 1.21 -0.48 -3.18
H 1.43 -1.22 -3.95
H 0.32 -0.84 -2.67
H 1.87 -0.22 -2.36
H 0.90 0.43 -3.70
C -0.59 0.94 2.82
S -0.47 0.83 1.00
S -1.88 -0.85 0.87
H -0.69 -0.03 3.28
H 0.35 1.34 3.20
H -1.44 1.58 3.05
H -1.01 -1.48 1.65
*
```

=====

14.
Density functional theory data (ωB97M-V with the def2-TZVPD basis set) for a cluster of 2 separate species, C2H8S4 in total.

Values from the calculation:
- HOMO (alpha / beta): -0.382 / -3.963 eV
- Gap between HOMO and LUMO (alpha / beta): 0.1210 / 0.2505 Eh
- Electronic energy: -45544.6298 eV
- Energy above the lowest of the compared OMol25 structures with the same formula, charge and spin: 0.164 eV
- F_max: 0.0539 hartree/bohr

ORCA input file:
```
! RIJCOSX wB97M-V def2-TZVPD def2/J DEFGRID3
* xyz -1 2
S -2.45 1.30 -1.95
S -1.72 1.18 0.16
H -1.81 2.40 -2.41
H -0.61 0.46 -0.06
C 2.17 1.15 0.51
S 2.19 -0.49 1.25
S 1.09 -1.53 -0.17
C -0.03 -2.47 0.88
H 2.49 1.14 -0.52
H 1.16 1.58 0.58
H 2.86 1.76 1.10
H -0.67 -1.78 1.42
H -0.66 -3.03 0.19
H 0.48 -3.15 1.55
*
```

=====

15.
Density functional theory data (ωB97M-V with the def2-TZVPD basis set) for a cluster of 2 separate species, C2H9BNO2 in total.

Values from the calculation:
- HOMO: -15.005 eV
- Gap between HOMO and LUMO: 0.3838 Eh
- Electronic energy: -8474.4952 eV
- Energy above the lowest of the compared OMol25 structures with the same formula, charge and spin: 3.559 eV
- F_max: 0.0906 hartree/bohr

ORCA input file:
```
! RIJCOSX wB97M-V def2-TZVPD def2/J DEFGRID3
* xyz 1 1
B 1.52 0.35 -0.28
C 0.54 -2.24 0.42
C 0.14 -0.85 0.29
N -1.05 -0.46 0.53
O 1.25 1.61 -0.31
O -1.36 2.23 -0.71
H 0.10 -2.76 1.31
H 0.18 -2.84 -0.39
H 1.73 -2.20 0.52
H 2.80 0.12 -0.35
H -1.78 -0.96 1.00
H -1.07 0.64 0.52
H -1.60 3.13 -0.44
H 0.24 1.93 -0.46
H -1.64 2.29 -1.65
*
```

=====

16.
Density functional theory data (ωB97M-V with the def2-TZVPD basis set) for a structure of composition C2H9BNO2.

Values from the calculation:
- HOMO (alpha / beta): -9.399 / -16.774 eV
- Gap between HOMO and LUMO (alpha / beta): 0.2238 / 0.3023 Eh
- Electronic energy: -8469.9796 eV
- Energy above the lowest of the compared OMol25 structures with the same formula, charge and spin: 3.044 eV
- F_max: 0.1134 hartree/bohr

ORCA input file:
```
! RIJCOSX wB97M-V def2-TZVPD def2/J DEFGRID3
* xyz 1 3
B -1.48 -0.01 -0.30
C 0.55 1.07 1.02
C 0.18 0.16 -0.05
N 1.05 -1.08 0.16
O -2.17 1.14 -0.35
O -1.89 -1.30 -0.50
H 1.52 0.81 1.28
H 0.46 2.11 0.75
H -0.15 1.13 1.85
H 0.64 0.58 -1.33
H 1.38 -0.98 1.08
H 1.90 -1.18 -0.40
H 0.44 -1.93 -0.04
H -3.07 0.91 -0.47
H -2.76 -1.61 -0.65
*
```

=====

17.
Density functional theory data (ωB97M-V with the def2-TZVPD basis set) for a cluster of 2 separate species, C2H9BNO2 in total.

Values from the calculation:
- HOMO (alpha / beta): -12.540 / -16.328 eV
- Gap between HOMO and LUMO (alpha / beta): 0.3291 / 0.3645 Eh
- Electronic energy: -8473.0239 eV
- Energy above the lowest of the compared OMol25 structures with the same formula, charge and spin: 0.000 eV
- F_max: 0.0977 hartree/bohr

ORCA input file:
```
! RIJCOSX wB97M-V def2-TZVPD def2/J DEFGRID3
* xyz 1 3
B -0.96 -0.39 0.25
C 1.71 -1.16 -0.25
C -0.20 0.69 1.01
N -0.02 1.88 0.17
O -1.24 -1.71 0.56
O -1.35 0.04 -1.03
H 2.48 -0.58 -0.74
H 1.79 -1.74 0.69
H 0.82 -1.31 -0.82
H 0.39 0.68 1.90
H 1.02 2.00 0.14
H -0.48 2.70 0.57
H -0.53 1.51 -0.67
H -1.45 -2.17 -0.20
H -1.96 -0.43 -1.57
*
```

=====

18.
Density functional theory data (ωB97M-V with the def2-TZVPD basis set) for a cluster of 3 separate species, C2H9Cl2N2Si in total.

Values from the calculation:
- HOMO: -14.020 eV
- Gap between HOMO and LUMO: 0.3702 Eh
- Electronic energy: -38115.9342 eV
- Energy above the lowest of the compared OMol25 structures with the same formula, charge and spin: 3.618 eV
- F_max: 0.0789 hartree/bohr

ORCA input file:
```
! RIJCOSX wB97M-V def2-TZVPD def2/J DEFGRID3
* xyz 1 1
C 0.75 0.20 1.99
C -1.63 0.47 2.03
N -0.17 0.01 -1.29
N -0.59 0.35 1.37
Si 0.08 -1.44 -2.02
Cl 1.78 1.08 -4.03
Cl 1.28 -2.82 -1.25
H 1.02 -0.73 1.68
H 1.32 0.86 1.40
H 0.79 0.52 3.06
H -2.54 0.59 1.55
H -1.65 0.42 3.18
H -0.86 0.50 -1.85
H 1.43 1.46 -2.79
H -0.58 0.25 0.33
H -0.41 -1.73 -3.35
*
```

=====

19.
Density functional theory data (ωB97M-V with the def2-TZVPD basis set) for a cluster of 2 separate species, C2H9ClNSi in total.

Values from the calculation:
- HOMO (alpha / beta): -13.548 / -14.253 eV
- Gap between HOMO and LUMO (alpha / beta): 0.3164 / 0.3478 Eh
- Electronic energy: -24099.5802 eV
- Energy above the lowest of the compared OMol25 structures with the same formula, charge and spin: 3.842 eV
- F_max: 0.0782 hartree/bohr

ORCA input file:
```
! RIJCOSX wB97M-V def2-TZVPD def2/J DEFGRID3
* xyz 1 1
C -1.63 -0.20 0.33
C 0.47 1.40 -0.62
N -1.08 -1.51 -0.06
Si 1.94 0.78 0.31
Cl 1.91 -1.36 -0.13
H -1.81 0.09 1.39
H -2.17 0.26 -0.38
H -0.04 1.05 -1.40
H 0.18 2.39 -0.56
H -0.05 -1.34 -0.13
H -1.20 -1.66 -1.03
H -1.51 -2.07 0.64
H 1.98 0.52 1.70
H 3.02 1.64 -0.07
*
```